Record 1
Molecular formula: C48H54BBaF3N10OS3Sb
Method: DFT, ωB97M-V/def2-TZVPD

Properties
LUMO level = -2.92 eV
HOMO level = -10.4 eV
net charge = +1
2S+1 = 1
energy relative to the best compared isomer or geometry (same formula, charge and spin) = 198.6 kJ/mol

The geometry in XYZ format:
```
122
Properties=species:S:1:pos:R:3:lowdin_charge:R:1
Ba -0.656 -2.082 0.075 1.540
Sb 4.915 -5.476 1.558 1.485
S -1.800 -0.606 2.552 0.600
S 0.848 0.748 1.064 0.844
S 0.182 0.165 -2.075 0.545
F 2.840 -2.112 -3.393 0.049
F 5.261 -10.883 -1.291 0.097
F 10.210 -2.567 0.450 0.047
O 0.488 -4.655 -0.040 -0.178
N -7.249 -2.319 -0.255 0.127
N -2.234 -2.426 -3.579 0.116
N -0.692 3.787 -0.749 0.214
N -0.795 2.382 1.683 -0.016
N -2.968 -3.213 -0.025 -0.117
N -2.831 1.266 -0.882 0.197
N -1.747 3.087 2.259 0.216
N -0.526 2.416 -0.909 -0.008
N -2.122 0.825 0.252 0.002
N -5.037 -2.832 -1.270 0.081
C -0.674 6.055 -1.518 -0.504
C -6.284 1.226 -2.133 -0.023
C -4.282 2.652 -2.821 -0.036
C 6.689 -4.470 1.290 -0.443
C -2.467 5.631 3.872 -0.056
C 3.155 -4.224 -2.493 0.003
C 5.312 -9.776 -0.600 -0.303
C -2.819 4.015 5.641 -0.058
C 3.183 -2.868 -2.328 -0.290
C -0.436 2.991 4.206 0.099
C -1.578 3.406 3.489 -0.207
C 6.100 -7.552 -0.377 -0.119
C -0.787 6.456 -0.086 -0.079
C 4.008 -4.521 -0.178 -0.415
C -4.077 0.915 -1.024 -0.176
C 4.017 -3.128 -0.090 -0.165
C -2.743 4.164 4.117 -0.538
C 9.024 -3.169 0.775 -0.257
C -4.076 3.746 3.453 -0.042
C 8.302 -3.619 -0.315 0.008
C -2.681 0.034 1.234 -0.702
C 3.561 -2.284 -1.103 -0.010
C 8.636 -3.383 2.071 -0.031
C -1.586 -2.882 -2.736 -0.129
C 4.388 -8.400 1.090 -0.147
C 0.657 6.706 -2.148 -0.004
C 3.537 -5.045 -1.369 -0.117
C 0.249 1.885 2.309 -0.451
C -0.274 4.028 -3.049 0.061
C -0.537 4.598 -1.719 -0.228
C 1.792 1.637 4.337 0.000
C -4.762 1.285 -2.308 -0.543
C 0.004 2.713 -3.200 -0.219
C -4.769 -1.109 2.177 -0.056
C -6.231 -2.545 -0.721 -0.389
C 0.477 2.241 -4.578 -0.031
C 7.133 -4.276 -0.018 -0.146
C 6.072 -8.710 -1.125 0.012
C 0.603 2.254 3.656 -0.156
C 7.482 -4.053 2.346 -0.133
C -0.087 1.875 -2.005 -0.622
C -3.986 -2.984 -0.587 -0.449
C -4.334 0.277 -3.381 -0.049
C -4.121 -0.175 1.184 -0.248
C -2.013 6.494 -2.206 -0.010
C 5.230 -7.352 0.703 -0.441
C 4.415 -9.646 0.450 -0.002
C -4.745 0.200 0.053 0.062
B -0.781 1.567 0.332 -0.933
H 8.661 -3.379 -1.335 0.140
H -0.118 5.998 0.636 0.083
H -1.870 4.359 6.108 0.084
H -1.521 6.027 4.352 0.111
H 1.193 1.412 -4.396 0.071
H -4.329 4.236 2.486 0.091
H -2.840 -2.060 -4.319 0.111
H -2.925 2.986 5.966 0.086
H 2.812 -4.705 -3.415 0.127
H -3.214 0.296 -3.472 0.083
H -0.763 7.520 0.062 0.089
H 3.689 -1.194 -1.004 0.126
H 0.961 2.999 -5.123 0.065
H 4.153 -2.645 0.906 0.109
H 0.741 6.395 -3.197 0.070
H 7.227 -4.052 3.423 0.117
H -0.202 -5.188 -0.409 0.033
H -3.214 2.571 -3.084 0.073
H -4.908 2.901 -3.746 0.120
H -4.573 -0.733 -3.135 0.051
H 6.518 -4.509 -0.853 0.086
H 2.717 2.002 4.000 0.077
H 1.244 -5.275 -0.043 0.053
H -5.809 0.024 -0.093 0.104
H 3.530 -6.137 -1.572 0.114
H -6.810 1.679 -2.950 0.091
H 0.714 7.800 -2.151 0.087
H -0.439 3.306 5.231 0.114
H 3.709 -10.484 0.666 0.137
H -2.139 7.562 -2.228 0.087
H -4.572 -0.790 3.180 0.062
H -2.822 5.993 -1.652 0.092
H 1.714 0.617 4.081 0.072
H -4.770 0.635 -4.333 0.104
H -2.114 6.123 -3.194 0.063
H 1.711 1.811 5.428 0.108
H -0.180 4.549 -3.965 0.113
H 3.701 -8.197 1.911 0.082
H -3.223 6.277 4.339 0.095
H -4.399 3.316 -2.017 0.064
H 9.312 -2.988 2.841 0.134
H 6.794 -6.740 -0.605 0.090
H -5.806 -1.256 1.972 0.072
H 6.670 -8.816 -2.005 0.114
H -4.240 -2.061 2.100 0.068
H -1.730 6.135 0.357 0.070
H -2.448 5.824 2.783 0.080
H -4.209 2.658 3.336 0.086
H -0.421 1.812 -5.063 0.100
H -3.674 4.533 6.134 0.107
H 1.515 6.344 -1.609 0.079
H -6.604 1.807 -1.327 0.076
H -4.918 4.142 4.003 0.078
H -6.463 0.177 -1.998 0.072
```

Record 2
Molecular formula: C48H55BiN3O2S5
Method: DFT, ωB97M-V/def2-TZVPD

Properties
LUMO level (spin up / spin down) = 0.82 / 0.82 eV
HOMO level (spin up / spin down) = -4.7 / -4.7 eV
net charge = -1
2S+1 = 1
energy relative to the best compared isomer or geometry (same formula, charge and spin) = 50.7 kJ/mol

The geometry in XYZ format:
```
114
Properties=species:S:1:pos:R:3:lowdin_charge:R:1
Bi -1.526 0.615 -0.133 1.404
S 0.074 -2.229 -1.445 0.510
S -2.182 3.094 -0.530 0.520
S -2.526 0.413 -2.795 0.850
S -2.361 -1.903 2.122 0.885
S -3.999 0.921 1.174 0.472
O -0.783 1.181 2.035 -0.289
O 0.048 1.513 -1.991 -0.181
N -1.257 -2.529 -3.930 0.000
N 1.098 0.627 0.254 0.064
N -3.351 -1.895 -0.935 0.125
C 5.359 -1.520 -3.696 -0.069
C -5.380 -3.722 -1.459 -0.055
C -4.186 -1.715 -1.950 -0.320
C 1.433 0.476 1.555 -0.173
C 2.721 0.139 2.055 0.036
C -1.665 0.516 4.768 -0.046
C 1.759 0.363 -0.841 -0.249
C 4.342 -0.208 3.983 -0.561
C 0.670 0.880 3.875 -0.073
C 0.107 1.316 6.303 -0.077
C 3.089 0.221 -3.272 0.059
C 2.663 1.919 -5.515 -0.073
C -0.393 1.372 4.858 -0.531
C 0.378 0.862 2.456 -0.292
C 1.588 1.906 -4.426 -0.534
C -4.745 -0.478 1.925 -0.691
C -6.827 -1.401 2.805 -0.107
C -4.080 4.610 -3.689 -0.098
C -2.938 3.124 -2.125 -0.638
C 4.578 -1.713 -2.393 -0.552
C 4.198 -1.390 4.954 -0.049
C 1.167 0.985 -2.047 -0.288
C 5.581 -1.707 -1.232 -0.053
C 4.893 1.006 4.743 -0.049
C -3.748 2.322 -4.269 -0.117
C -4.516 -3.909 -0.392 -0.022
C -4.790 -2.601 3.112 -0.126
C 0.282 1.400 -5.054 -0.030
C -2.502 -3.246 0.914 -0.417
C 3.516 -0.633 -2.182 -0.152
C -0.707 -2.423 -2.909 -0.954
C -4.088 -1.618 2.414 -0.551
C 1.996 1.016 -3.256 -0.069
C -3.441 4.387 -2.489 -0.141
C 3.864 -3.072 -2.446 -0.043
C 2.887 -0.516 -0.997 -0.018
C -3.119 2.078 -3.044 -0.510
C 2.977 0.130 3.391 -0.172
C -6.156 -2.510 3.309 -0.111
C 1.919 0.501 4.273 0.026
C -4.107 -0.475 -2.812 -0.358
C -3.495 -2.997 -0.183 -0.329
C 1.396 3.348 -3.932 -0.036
C -6.134 -0.412 2.137 -0.141
C -5.198 -2.621 -2.267 -0.028
C -0.737 2.835 4.538 -0.037
C 5.351 -0.599 2.904 -0.071
C -4.241 3.568 -4.598 -0.101
H 5.171 -1.648 5.381 0.080
H 3.514 -0.049 1.349 0.082
H 0.378 0.300 6.602 0.084
H 2.792 0.936 -5.974 0.084
H 4.228 1.310 5.553 0.075
H -4.615 -4.762 0.266 0.110
H -4.453 5.600 -3.918 0.098
H 0.022 2.029 -5.911 0.086
H 4.717 -1.618 -4.573 0.083
H 5.108 -1.979 -0.288 0.066
H 2.360 2.611 -6.303 0.082
H 3.139 -3.100 -3.262 0.091
H -3.323 5.199 -1.783 0.091
H -7.898 -1.301 2.942 0.095
H 3.805 -2.266 4.436 0.091
H 3.309 -3.262 -1.527 0.073
H 0.968 1.969 6.467 0.082
H 3.680 0.194 -4.176 0.086
H 5.527 0.217 2.200 0.087
H -3.838 1.505 -4.975 0.106
H 5.851 -0.545 -3.734 0.089
H -4.729 3.728 -5.550 0.095
H -1.447 -0.533 4.984 0.085
H 2.144 0.512 5.331 0.090
H -4.239 -3.452 3.495 0.099
H -0.695 1.652 6.965 0.081
H -1.157 2.931 3.539 0.079
H -4.306 -0.771 -3.843 0.083
H -0.538 1.439 -4.342 0.035
H -6.687 -3.287 3.845 0.091
H 0.387 0.369 -5.399 0.095
H 6.375 -2.434 -1.422 0.081
H -6.659 0.458 1.761 0.087
H 5.868 0.772 5.179 0.080
H 1.168 3.997 -4.782 0.083
H -5.828 -2.446 -3.129 0.112
H -6.173 -4.431 -1.661 0.104
H -4.865 0.243 -2.496 0.099
H 3.630 2.251 -5.129 0.087
H 2.307 3.720 -3.456 0.090
H -2.395 0.870 5.502 0.086
H 0.577 3.419 -3.218 0.076
H 5.015 -1.471 2.339 0.081
H 6.307 -0.849 3.370 0.083
H -2.115 0.576 3.780 0.046
H 5.012 1.858 4.071 0.090
H -1.472 3.205 5.258 0.083
H 3.133 -1.173 -0.175 0.106
H 3.523 -1.156 5.778 0.075
H 0.154 3.464 4.606 0.087
H 4.590 -3.877 -2.596 0.083
H 6.131 -2.288 -3.769 0.081
H 6.036 -0.722 -1.112 0.090
H -1.512 -3.328 0.462 0.013
H -2.736 -4.184 1.418 0.073
```

Record 3
Molecular formula: C48H55BrIMgN4O2PS
Method: DFT, ωB97M-V/def2-TZVPD

Properties
LUMO level = -0.02 eV
HOMO level = -7.3 eV
2S+1 = 1
energy relative to the best compared isomer or geometry (same formula, charge and spin) = 56.0 kJ/mol

The geometry in XYZ format:
```
114
Properties=species:S:1:pos:R:3:lowdin_charge:R:1
I 1.064 -3.330 1.050 1.186
Br 1.007 -6.528 -0.431 0.728
S -0.001 -0.350 7.736 0.983
P -0.097 -0.108 -1.948 1.132
Mg -0.004 -0.382 0.910 0.368
O -1.925 -0.376 0.899 -0.198
O 1.963 -0.113 0.983 -0.199
N 0.310 4.207 8.003 0.064
N 1.354 2.120 1.218 0.083
N -0.001 -0.714 3.190 0.022
N 0.063 1.609 1.272 -0.062
C 4.509 0.620 0.221 -0.042
C 2.212 1.150 0.997 -0.466
C -1.420 3.164 -4.304 -0.198
C -5.015 1.486 0.785 -0.096
C -4.607 2.785 1.081 -0.109
C 2.286 0.707 -3.203 -0.190
C 6.137 2.328 -0.220 -0.094
C -2.289 -3.648 -2.226 -0.173
C -0.589 -4.576 0.953 -0.715
C -1.016 2.212 7.951 -0.081
C 1.335 -0.485 -3.057 -0.418
C -1.187 -0.406 5.239 -0.050
C -0.852 1.504 -2.456 -0.419
C -1.709 -6.609 0.324 -0.139
C 5.226 3.295 0.189 -0.083
C 1.130 -0.816 3.885 -0.124
C -0.914 2.418 1.380 -0.079
C 3.957 2.928 0.605 -0.030
C 1.176 -0.721 5.265 -0.054
C -1.307 -2.617 -1.684 -0.249
C -0.005 -0.502 5.958 -0.505
C -1.222 1.685 -3.942 -0.194
C 3.414 0.409 -4.207 -0.180
C 5.777 0.990 -0.203 -0.085
C -2.725 0.658 0.948 -0.374
C -1.427 -1.302 -2.465 -0.406
C -2.307 1.994 1.235 -0.145
C 0.121 1.427 7.836 -0.521
C -2.922 -4.879 1.465 -0.069
C -4.102 0.456 0.721 -0.026
C -2.885 -6.136 0.878 -0.079
C -1.779 -4.100 1.502 -0.145
C -3.264 3.014 1.296 -0.070
C -1.914 -4.065 -3.657 -0.182
C 3.780 -1.078 -4.249 -0.201
C 1.393 3.442 7.899 -0.140
C 1.356 2.059 7.816 -0.078
C 3.590 1.584 0.620 -0.149
C -1.117 -2.969 -4.370 -0.196
C -1.105 3.932 -1.928 -0.178
C -1.137 -0.514 3.859 -0.094
C 2.110 -1.695 -2.485 -0.213
C -1.607 -1.577 -3.980 -0.193
C -0.559 -5.829 0.360 -0.747
C -2.054 3.919 -3.141 -0.192
C 3.597 -1.682 -2.865 -0.188
C -0.119 2.761 -1.967 -0.207
C -0.866 3.589 8.029 -0.141
H -2.309 4.939 -3.435 0.105
H 4.802 -1.205 -4.610 0.107
H -2.920 4.020 1.511 0.109
H -2.820 -4.287 -4.226 0.107
H -2.667 -1.491 -4.238 0.120
H -0.714 3.482 1.522 0.132
H 1.656 -2.623 -2.844 0.095
H -2.323 -4.522 -1.572 0.090
H 2.030 -0.959 3.300 0.104
H -1.512 -2.410 -0.633 0.064
H 3.134 -1.609 -4.956 0.111
H -0.290 -3.020 -1.741 0.078
H 0.700 2.997 -2.649 0.097
H 2.118 -0.808 5.788 0.110
H -5.321 3.594 1.133 0.094
H -3.841 -4.499 1.890 0.110
H -2.148 1.143 -4.152 0.108
H 2.016 -1.705 -1.398 0.040
H -1.183 -3.097 -5.453 0.112
H -0.454 1.251 -4.589 0.100
H -0.549 4.871 -1.890 0.112
H 5.505 4.340 0.179 0.100
H 4.209 -0.419 0.242 0.107
H -1.672 -7.584 -0.142 0.101
H -2.335 -0.816 -2.085 0.111
H -2.997 3.433 -2.875 0.112
H -3.775 -6.750 0.843 0.109
H 7.126 2.621 -0.549 0.098
H -1.739 4.224 8.117 0.107
H -3.292 -3.209 -2.208 0.120
H 2.345 3.960 7.881 0.107
H 4.160 -1.086 -2.142 0.096
H -1.788 1.456 -1.876 0.109
H 4.294 0.994 -3.928 0.110
H 3.997 -2.696 -2.812 0.111
H -2.130 -0.244 5.739 0.110
H 3.120 0.748 -5.203 0.107
H -1.808 -3.112 1.943 0.089
H -2.031 -0.434 3.254 0.110
H -1.692 3.878 -1.008 0.089
H -6.063 1.279 0.602 0.100
H 2.701 0.956 -2.221 0.113
H -1.330 -4.988 -3.636 0.106
H -2.032 3.241 -5.205 0.108
H 1.743 1.589 -3.538 0.085
H -0.056 -3.057 -4.123 0.093
H 3.235 3.670 0.910 0.104
H 6.483 0.233 -0.519 0.101
H 0.343 2.617 -0.993 0.079
H 2.269 1.486 7.739 0.104
H -4.416 -0.555 0.494 0.109
H -1.998 1.762 7.981 0.103
H -1.095 -0.831 -4.586 0.075
H 0.955 -0.735 -4.053 0.105
H -0.459 3.625 -4.548 0.112
```

Record 4
Molecular formula: C48H55Cl2NaO3P2SSi
Method: DFT, ωB97M-V/def2-TZVPD

Properties
LUMO level = 0.15 eV
HOMO level = -7.1 eV
2S+1 = 1
energy relative to the best compared isomer or geometry (same formula, charge and spin) = 0.0 kJ/mol

The geometry in XYZ format:
```
113
Properties=species:S:1:pos:R:3:lowdin_charge:R:1
Cl -2.595 0.293 -0.863 0.736
Cl 2.623 -0.550 -0.494 0.747
S -0.301 -0.146 2.405 0.391
P 0.442 -2.948 -0.631 1.093
P -0.413 2.616 -0.368 1.083
Si -0.049 0.136 4.427 -0.139
Na -0.031 -0.187 -0.091 -0.307
O -0.394 1.677 4.911 -0.146
O 1.465 -0.155 5.004 -0.138
O -1.021 -0.827 5.353 -0.154
C -0.996 -6.795 -0.871 -0.079
C -4.766 2.915 1.182 -0.075
C -0.284 -2.276 -4.568 -0.077
C -0.443 3.324 -4.918 -0.086
C 1.996 -3.023 -4.456 -0.075
C -0.475 2.999 -2.147 -0.385
C -1.402 3.805 4.947 -0.026
C -0.362 -4.542 -0.309 -0.385
C -1.623 3.405 -2.821 -0.082
C 0.710 2.928 -4.253 -0.081
C 3.657 0.244 5.732 -0.031
C 4.330 -2.304 0.566 -0.118
C -2.149 1.988 6.501 -0.026
C 0.610 5.261 -0.215 -0.083
C 1.385 4.897 2.433 -0.071
C 4.730 -3.543 1.038 -0.069
C -2.418 -2.473 4.302 -0.044
C -2.602 3.905 0.873 -0.072
C 0.782 3.858 1.742 -0.100
C 2.577 -4.444 0.472 -0.064
C 1.612 6.112 1.799 -0.080
C 3.050 -2.151 0.059 -0.630
C 1.230 6.293 0.478 -0.081
C 3.203 -0.954 3.567 -0.036
C -2.679 1.852 4.059 -0.048
C 3.849 -4.613 0.993 -0.066
C -4.349 1.791 0.489 -0.097
C -0.397 -2.430 -3.195 -0.103
C -2.150 2.785 0.172 -0.381
C 2.766 1.504 3.771 -0.045
C -1.271 -2.229 5.277 -0.656
C -3.056 1.742 -0.001 -0.623
C -3.892 3.973 1.372 -0.075
C 0.917 -2.567 -5.200 -0.083
C -1.625 -5.867 1.258 -0.071
C -1.606 3.561 -4.201 -0.078
C -0.027 -3.004 4.848 -0.044
C 0.386 4.042 0.416 -0.379
C 0.682 -2.892 -2.438 -0.387
C -1.655 2.309 5.094 -0.649
C -1.007 -4.672 0.922 -0.086
C 2.756 0.168 4.505 -0.653
C -0.362 -5.607 -1.207 -0.083
C 2.145 -3.207 -0.013 -0.369
C -1.679 -2.646 6.685 -0.033
C -1.621 -6.927 0.361 -0.081
C 1.880 -3.188 -3.082 -0.084
C 0.689 2.756 -2.878 -0.105
H 2.514 -1.003 2.720 0.045
H -2.507 3.872 -4.715 0.104
H -2.862 0.779 4.152 0.072
H 0.795 -2.796 5.533 0.086
H 4.994 -1.451 0.604 0.108
H -2.552 -2.077 7.005 0.083
H 3.303 1.029 6.402 0.087
H -1.000 -7.620 -1.571 0.104
H 3.634 -0.704 6.272 0.084
H -1.130 -1.917 -5.141 0.106
H -2.297 0.911 6.599 0.075
H -0.233 -4.077 4.856 0.085
H -2.135 -2.124 3.307 0.037
H -2.319 2.044 3.047 0.053
H -2.668 -3.537 4.263 0.080
H 3.783 1.762 3.475 0.090
H 4.150 -5.582 1.367 0.107
H -5.771 2.955 1.580 0.110
H 1.897 -5.285 0.444 0.103
H 4.687 0.462 5.443 0.083
H 1.621 2.739 -4.806 0.104
H -1.051 4.029 3.939 0.062
H -3.303 -1.921 4.624 0.085
H 2.143 1.437 2.877 0.043
H 1.587 2.427 -2.364 0.102
H -1.403 2.303 7.233 0.090
H -2.119 -5.965 2.217 0.105
H -1.021 -3.835 1.611 0.095
H -0.434 3.445 -5.994 0.102
H 1.681 4.752 3.464 0.107
H 1.410 7.240 -0.014 0.102
H -2.318 4.372 5.131 0.085
H -1.922 4.730 1.041 0.107
H -2.534 3.600 -2.269 0.105
H 3.184 -1.910 4.092 0.090
H 0.130 -5.502 -2.166 0.106
H 5.723 -3.664 1.448 0.110
H -3.088 2.503 6.711 0.084
H -1.921 -3.711 6.721 0.083
H 0.276 -2.712 3.841 0.052
H -3.622 2.383 4.209 0.088
H -5.011 0.949 0.339 0.107
H -0.862 -2.444 7.380 0.088
H 2.728 -3.546 -2.511 0.106
H 2.091 6.921 2.336 0.103
H 0.304 5.399 -1.245 0.105
H 2.934 -3.251 -4.945 0.105
H 4.217 -0.779 3.197 0.082
H 0.605 2.902 2.230 0.076
H 2.375 2.288 4.424 0.087
H -1.335 -2.190 -2.704 0.095
H 1.013 -2.434 -6.269 0.103
H -4.209 4.850 1.919 0.110
H -2.111 -7.856 0.621 0.103
H -0.641 4.125 5.661 0.087
```